(1)
This record from the Open Molecules 2025 dataset describes C19H30N5O4S4SbV as an isolated structure. The level of theory is the ωB97M-V functional and the def2-TZVPD basis.

```
64
C19H30N5O4S4SbV the ωB97M-V functional and the def2-TZVPD basis
V 0.03 -0.44 -0.62
C 2.73 -3.47 1.09
C 1.76 -2.67 0.30
N 1.41 -1.47 0.59
N 1.81 -1.03 1.86
C 2.87 -0.24 2.05
N 2.98 0.22 3.31
S 4.01 0.09 0.87
C 1.09 -3.23 -0.89
C 1.25 -4.54 -1.30
C 0.51 -5.00 -2.37
C -0.36 -4.14 -3.01
C -0.47 -2.84 -2.54
N 0.23 -2.40 -1.50
H 3.43 -2.82 1.60
H 2.16 -4.05 1.82
H 3.28 -4.15 0.44
H 1.04 -1.20 2.54
H 2.22 0.12 3.97
H 3.74 0.84 3.52
H 1.93 -5.20 -0.77
H 0.62 -6.03 -2.71
H -0.95 -4.45 -3.86
H -1.13 -2.13 -3.01
O -0.48 3.30 -1.89
C 0.00 4.22 -0.93
C 1.49 4.08 -0.66
C 1.90 2.70 -0.10
C 1.02 2.28 1.03
C 1.11 3.04 2.20
C 0.25 2.82 3.26
C -0.71 1.83 3.11
C -0.74 1.10 1.94
N 0.11 1.29 0.91
H 0.11 2.53 -1.94
H -0.56 4.10 0.01
H -0.21 5.22 -1.31
H 1.77 4.86 0.05
H 2.05 4.27 -1.57
H 2.93 2.76 0.26
H 1.91 1.95 -0.88
H 1.87 3.80 2.26
H 0.32 3.40 4.16
H -1.43 1.60 3.89
H -1.46 0.31 1.82
O -0.18 -3.67 1.83
S -1.13 -2.66 2.28
O -0.47 -1.62 3.10
O -2.35 -3.16 2.86
S -1.78 -1.67 0.54
C -3.28 1.96 -0.36
Sb -2.34 0.54 -1.62
C -3.95 -0.83 -1.89
C -2.45 1.45 -3.54
H -4.20 2.30 -0.82
H -2.60 2.80 -0.21
H -3.49 1.48 0.60
H -4.79 -0.28 -2.31
H -4.22 -1.28 -0.94
H -3.66 -1.62 -2.58
H -3.49 1.69 -3.75
H -2.09 0.74 -4.28
H -1.84 2.34 -3.56
S 0.87 0.28 -2.37
```

Computed properties:
ΔE to the lowest compared entry with this formula, charge and spin = 0.0 kcal/mol
F_max = 0.13 eV/A
spin multiplicity = 2
DFT total energy = -4093.810009 Ha



(2)
This record from the Open Molecules 2025 dataset describes an isolated ion of composition C19H31BrN3O2 and charge +1 at a distorted geometry. The level of theory is the ωB97M-V functional and the def2-TZVPD basis.

```
56
C19H31BrN3O2 the ωB97M-V functional and the def2-TZVPD basis
C 0.70 1.12 4.49
C 0.17 0.97 3.43
C -0.38 0.79 2.04
C 0.83 0.43 1.14
C 1.92 -0.54 1.69
N 2.76 -0.64 0.48
C 4.15 -1.11 0.68
N 4.23 -2.55 0.36
C 3.90 -3.42 1.51
C 2.18 -0.28 -0.60
C 2.94 -0.26 -1.82
C 3.73 0.05 -2.66
C 0.66 0.11 -0.38
O 0.53 1.18 -1.30
C -0.31 2.25 -0.88
C -1.81 1.89 -0.81
N -2.66 3.00 -0.41
C -4.05 2.60 -0.65
C -4.57 1.51 0.33
C -4.56 0.05 -0.27
O -3.86 1.48 1.57
C -0.26 -1.06 -0.83
Br -0.63 -2.36 0.62
C 0.27 -1.90 -2.03
C 0.27 -1.10 -3.38
H 1.31 1.30 5.35
H -1.18 0.04 2.06
H -0.76 1.78 1.76
H 1.41 1.37 1.10
H 2.48 0.01 2.45
H 1.56 -1.47 2.14
H 4.85 -0.60 0.01
H 4.46 -1.03 1.73
H 3.57 -2.77 -0.38
H 3.23 -4.22 1.15
H 3.37 -2.92 2.34
H 4.77 -3.93 1.94
H 4.29 0.38 -3.52
H 0.04 2.76 0.03
H -0.21 3.02 -1.67
H -1.91 1.03 -0.12
H -2.10 1.53 -1.81
H -2.55 3.24 0.57
H -4.18 2.20 -1.67
H -4.74 3.46 -0.56
H -5.63 1.71 0.57
H -3.93 -0.04 -1.17
H -5.57 -0.29 -0.54
H -4.20 -0.66 0.49
H -4.22 0.76 2.09
H -1.25 -0.72 -1.15
H 1.22 -2.41 -1.82
H -0.47 -2.69 -2.17
H -0.23 -0.13 -3.29
H -0.27 -1.68 -4.14
H 1.28 -0.95 -3.78
```

Computed properties:
charge = +1
SMILES = C#CC[C@H]1C[N+](CNC)=C(C#C)[C@@]1(OCCNC[C@@H](C)O)[C@H](Br)CC
F_max = 2.31 eV/A
spin multiplicity = 1
DFT total energy = -3630.891644 Ha



(3)
This record from the Open Molecules 2025 dataset describes one molecule with the formula C19H31N3O. The level of theory is the ωB97M-V functional and the def2-TZVPD basis.

```
54
C19H31N3O the ωB97M-V functional and the def2-TZVPD basis
C 3.59 0.92 -0.13
C 3.36 -0.02 -1.04
C 4.31 -0.27 -2.18
C 2.15 -0.86 -0.99
C 1.49 -1.26 -2.14
C 0.35 -2.03 -2.06
C -0.16 -2.42 -0.83
C 0.48 -2.03 0.34
C -0.01 -2.45 1.72
C 0.78 -3.70 2.12
C -1.51 -2.77 1.76
N 0.30 -1.41 2.69
C -0.11 -0.10 2.72
O 0.06 0.56 3.73
N -0.68 0.38 1.59
C -0.90 1.80 1.43
C -2.29 2.11 0.82
N -2.37 2.31 -0.61
C -1.82 1.26 -1.44
C -2.71 0.02 -1.41
C -2.13 3.66 -1.08
C -0.68 4.18 -1.04
C 1.64 -1.27 0.24
H 2.90 1.13 0.67
H 4.47 1.54 -0.17
H 3.91 0.15 -3.10
H 5.27 0.20 -1.98
H 4.45 -1.34 -2.32
H 1.85 -0.95 -3.11
H -0.16 -2.34 -2.97
H -1.06 -3.02 -0.80
H 0.45 -4.07 3.09
H 1.85 -3.47 2.17
H 0.64 -4.49 1.38
H -1.74 -3.67 1.20
H -2.10 -1.94 1.37
H -1.81 -2.93 2.80
H 0.59 -1.74 3.60
H -0.61 -0.17 0.74
H -0.83 2.23 2.43
H -0.11 2.24 0.80
H -2.96 1.29 1.09
H -2.68 3.01 1.29
H -0.79 0.97 -1.16
H -1.79 1.63 -2.46
H -2.35 -0.72 -2.12
H -3.73 0.29 -1.67
H -2.72 -0.44 -0.42
H -2.76 4.33 -0.49
H -2.49 3.70 -2.11
H -0.63 5.14 -1.54
H -0.34 4.31 -0.01
H -0.01 3.49 -1.55
H 2.16 -0.99 1.15
```

Computed properties:
SMILES = C=C(C)c1cccc(C(C)(C)NC(=O)NCCN(CC)CC)c1
ΔE to the lowest compared entry with this formula, charge and spin = 4.7 kcal/mol
F_max = 0.58 eV/A
spin multiplicity = 1
DFT total energy = -982.106489 Ha



(4)
This record from the Open Molecules 2025 dataset describes one molecule with the formula C19H31N3O3S at a distorted geometry. The level of theory is the ωB97M-V functional and the def2-TZVPD basis.

```
57
C19H31N3O3S the ωB97M-V functional and the def2-TZVPD basis
C 3.63 1.82 -1.33
C 3.96 1.81 0.15
C 2.74 1.50 1.01
S 2.51 -0.30 1.18
O 3.78 -0.90 1.48
O 1.44 -0.49 2.13
N 2.02 -0.78 -0.35
C 2.78 -1.83 -0.99
C 2.37 -3.23 -0.52
C 0.86 -3.42 -0.66
C 0.16 -2.31 0.12
C -1.36 -2.42 0.10
O -1.99 -3.01 -0.75
N -1.92 -1.77 1.14
C -3.34 -1.73 1.40
C -3.82 -0.32 1.73
C -4.00 0.59 0.50
N -2.85 0.66 -0.39
C -2.98 -0.03 -1.65
C -1.91 1.64 -0.24
C -1.72 2.29 0.99
C -0.75 3.26 1.15
C 0.07 3.62 0.09
C -0.11 3.00 -1.13
C -1.08 2.03 -1.30
C 0.59 -0.96 -0.46
H 4.54 1.99 -1.92
H 2.93 2.62 -1.56
H 3.19 0.88 -1.63
H 4.72 1.06 0.37
H 4.36 2.78 0.44
H 1.82 1.89 0.59
H 2.86 1.84 2.03
H 3.83 -1.65 -0.76
H 2.63 -1.74 -2.07
H 2.91 -3.98 -1.10
H 2.66 -3.33 0.53
H 0.57 -4.40 -0.27
H 0.56 -3.38 -1.71
H 0.50 -2.34 1.16
H -1.32 -1.31 1.80
H -3.84 -2.14 0.52
H -3.57 -2.39 2.25
H -3.11 0.12 2.42
H -4.78 -0.38 2.23
H -4.26 1.59 0.84
H -4.85 0.21 -0.08
H -2.01 -0.38 -1.99
H -3.43 0.60 -2.42
H -3.60 -0.92 -1.52
H -2.33 2.04 1.84
H -0.63 3.74 2.11
H 0.82 4.39 0.22
H 0.50 3.28 -1.98
H -1.20 1.59 -2.27
H 0.11 -0.13 0.07
H 0.32 -0.90 -1.52
```

Computed properties:
SMILES = CCCS(=O)(=O)N1CCC[C@H](C(=O)NCCCN(C)c2ccccc2)C1
ΔE to the lowest compared entry with this formula, charge and spin = 5.5 kcal/mol
F_max = 1.04 eV/A
spin multiplicity = 1
DFT total energy = -1530.788372 Ha



(5)
This record from the Open Molecules 2025 dataset describes one molecule with the formula C19H31N3O4S. The level of theory is the ωB97M-V functional and the def2-TZVPD basis.

```
58
C19H31N3O4S the ωB97M-V functional and the def2-TZVPD basis
C 0.65 2.84 4.03
C -0.12 1.80 3.23
O 0.24 1.97 1.87
C -0.37 1.22 0.91
C -1.29 0.21 1.17
C -1.93 -0.50 0.16
N -2.91 -1.45 0.43
C -2.84 -2.76 -0.21
C -2.04 -3.73 0.67
O -2.61 -3.85 1.96
C -2.68 -2.60 2.60
C -3.47 -1.59 1.75
C -1.64 -0.15 -1.18
O -2.34 -0.80 -2.17
C -2.19 -0.38 -3.51
C -3.17 -1.19 -4.35
C -0.70 0.83 -1.44
C -0.03 1.51 -0.42
N 0.89 2.50 -0.77
C 2.18 2.66 -0.36
S 3.06 3.86 -1.09
N 2.66 1.86 0.60
C 4.06 1.77 0.92
C 4.67 0.47 0.40
C 4.36 0.24 -1.07
O 3.04 -0.26 -1.18
C 2.58 -0.35 -2.50
H 0.40 3.84 3.69
H 1.72 2.69 3.90
H 0.40 2.75 5.09
H 0.13 0.79 3.57
H -1.20 1.96 3.35
H -1.51 -0.02 2.20
H -2.38 -2.68 -1.19
H -3.86 -3.13 -0.32
H -2.04 -4.73 0.25
H -1.00 -3.37 0.76
H -3.17 -2.77 3.56
H -1.66 -2.23 2.79
H -3.52 -0.62 2.25
H -4.49 -1.97 1.63
H -2.42 0.70 -3.59
H -1.16 -0.55 -3.85
H -2.93 -2.25 -4.27
H -4.18 -1.03 -3.99
H -3.10 -0.88 -5.39
H -0.46 1.10 -2.45
H 0.65 3.07 -1.57
H 2.10 1.05 0.83
H 4.55 2.63 0.46
H 4.18 1.83 2.00
H 5.75 0.51 0.54
H 4.28 -0.38 0.96
H 4.45 1.18 -1.63
H 5.06 -0.49 -1.51
H 2.59 0.64 -2.99
H 3.21 -1.03 -3.09
H 1.57 -0.73 -2.45
```

Computed properties:
SMILES = CCOc1cc(N2CCOCC2)c(OCC)cc1NC(=S)NCCCOC
ΔE to the lowest compared entry with this formula, charge and spin = 53.4 kcal/mol
F_max = 0.92 eV/A
spin multiplicity = 1
DFT total energy = -1605.968076 Ha



(6)
This record from the Open Molecules 2025 dataset describes one molecule with the formula C19H31NO2S. The level of theory is the ωB97M-V functional and the def2-TZVPD basis.

```
54
C19H31NO2S the ωB97M-V functional and the def2-TZVPD basis
C 3.75 2.58 0.03
C 4.17 1.44 -0.88
C 2.97 0.71 -1.51
C 2.13 0.03 -0.47
C 1.11 0.76 0.19
C 0.34 1.77 -0.52
O 0.46 2.03 -1.71
C -0.71 2.50 0.29
C -1.41 1.58 1.27
C -2.09 0.37 0.61
C -3.05 0.71 -0.52
C -4.22 1.58 -0.11
S -3.60 -0.84 -1.36
C -5.06 -1.44 -0.44
C -4.75 -2.05 0.91
C -0.36 1.11 2.26
C 0.89 0.54 1.60
O 1.71 -0.03 2.31
N 2.39 -1.23 -0.20
C 1.55 -2.10 0.60
C 1.94 -3.51 0.18
C 3.43 -3.35 -0.08
C 3.49 -1.99 -0.78
H 3.09 3.26 -0.50
H 3.24 2.21 0.91
H 4.63 3.14 0.36
H 4.78 0.73 -0.30
H 4.79 1.83 -1.69
H 2.35 1.45 -2.02
H 3.33 0.00 -2.25
H -0.20 3.30 0.84
H -1.40 2.98 -0.41
H -2.18 2.16 1.81
H -1.31 -0.28 0.20
H -2.62 -0.19 1.38
H -2.50 1.20 -1.33
H -3.87 2.58 0.14
H -4.94 1.67 -0.92
H -4.72 1.17 0.77
H -5.77 -0.62 -0.36
H -5.47 -2.19 -1.11
H -3.94 -2.77 0.83
H -4.47 -1.29 1.64
H -5.64 -2.57 1.29
H -0.03 1.95 2.89
H -0.74 0.35 2.93
H 0.50 -1.86 0.44
H 1.77 -1.94 1.67
H 1.42 -3.79 -0.74
H 1.72 -4.25 0.95
H 3.97 -3.31 0.87
H 3.86 -4.14 -0.69
H 3.33 -2.12 -1.85
H 4.44 -1.48 -0.62
```

Computed properties:
SMILES = CCCC(=C1C(=O)CC(C[C@H](C)SCC)CC1=O)N1CCCC1
ΔE to the lowest compared entry with this formula, charge and spin = 9.9 kcal/mol
F_max = 0.87 eV/A
spin multiplicity = 1
DFT total energy = -1346.015009 Ha



(7)
This record from the Open Molecules 2025 dataset describes C19H32AgN7O11P2S2 as an isolated structure. The level of theory is the ωB97M-V functional and the def2-TZVPD basis.

```
74
C19H32AgN7O11P2S2 the ωB97M-V functional and the def2-TZVPD basis
Ag -0.36 -0.09 -0.05
O 2.55 -1.32 3.00
P 1.03 -0.75 2.89
O 0.44 -0.60 4.25
O 1.13 0.45 1.99
O 0.33 -1.94 2.07
P -1.25 -2.33 1.83
O -1.10 -3.22 0.50
O -1.76 -3.17 2.92
O -1.92 -1.02 1.46
H 2.56 -2.05 3.63
H -0.97 -2.70 -0.31
C 5.34 0.75 2.39
C 4.99 1.97 1.54
C 3.67 2.60 1.97
C 5.00 1.63 0.05
N 4.12 0.53 -0.31
C 2.79 0.49 -0.49
N 2.45 -0.73 -0.80
N 3.60 -1.44 -0.82
N 4.60 -0.70 -0.52
H 5.46 1.05 3.43
H 6.26 0.27 2.05
H 4.53 0.02 2.36
H 5.79 2.72 1.65
H 2.84 1.89 1.89
H 3.44 3.49 1.38
H 3.72 2.89 3.02
H 5.99 1.32 -0.28
H 4.70 2.50 -0.54
H 2.13 1.33 -0.38
C -4.12 1.31 1.21
N -3.09 1.73 2.12
C -3.02 1.09 3.44
C -1.67 1.58 3.97
N -1.00 2.07 2.76
C -1.85 2.07 1.71
S -1.41 2.47 0.13
H -4.00 0.24 0.99
H -4.02 1.87 0.28
H -5.10 1.49 1.65
H -3.04 0.01 3.31
H -3.86 1.42 4.07
H -1.07 0.80 4.43
H -1.80 2.42 4.66
H -0.04 1.77 2.55
C 1.23 5.45 -0.29
C 1.59 4.63 -1.50
C 2.91 4.37 -1.85
C 3.22 3.52 -2.91
C 2.18 2.95 -3.63
C 0.86 3.23 -3.32
C 0.57 4.07 -2.27
S 2.51 1.68 -4.81
O 3.88 1.78 -5.25
O 1.50 1.70 -5.84
N 2.34 0.41 -3.80
C 1.88 -0.87 -4.36
C 0.35 -1.01 -4.26
C -0.15 -0.78 -2.83
O -0.73 -1.70 -2.23
O 0.09 0.38 -2.35
H 2.12 5.75 0.27
H 0.59 4.85 0.37
H 0.67 6.34 -0.56
H 3.71 4.81 -1.26
H 4.24 3.28 -3.16
H 0.06 2.75 -3.87
H -0.46 4.26 -2.00
H 1.66 0.66 -3.06
H 2.36 -1.67 -3.79
H 2.20 -0.96 -5.40
H 0.06 -2.01 -4.59
H -0.11 -0.27 -4.92
```

Computed properties:
charge = -2
ΔE to the lowest compared entry with this formula, charge and spin = 0.0 kcal/mol
F_max = 0.46 eV/A
spin multiplicity = 1
DFT total energy = -3580.653013 Ha



(8)
This record from the Open Molecules 2025 dataset describes C19H32AsFeI2N4O as an isolated structure at a distorted geometry. The level of theory is the ωB97M-V functional and the def2-TZVPD basis.

```
60
C19H32AsFeI2N4O the ωB97M-V functional and the def2-TZVPD basis
Fe 0.35 0.85 0.39
N 0.25 2.96 0.79
C 0.46 3.30 2.21
C -0.11 2.17 3.04
N 0.36 0.86 2.55
C 1.69 0.44 3.04
C 2.78 0.98 2.14
N 2.46 0.57 0.76
H -0.72 3.15 0.56
H 0.80 3.57 0.19
H 1.53 3.42 2.39
H -0.02 4.23 2.50
H 0.13 2.32 4.10
H -1.20 2.17 2.95
H -0.32 0.16 2.84
H 1.86 0.74 4.07
H 1.71 -0.65 3.01
H 2.83 2.06 2.17
H 3.75 0.60 2.47
H 3.09 1.03 0.10
H 2.62 -0.42 0.67
I -4.86 0.97 0.22
C -3.50 1.05 -1.33
C -3.92 1.10 -2.65
C -3.01 1.17 -3.70
I -3.75 1.18 -5.62
C -1.59 1.23 -3.44
C -0.59 1.36 -4.42
C 0.72 1.45 -4.04
C 1.04 1.39 -2.68
N 0.13 1.24 -1.74
C -1.16 1.18 -2.11
C -2.11 1.05 -1.01
O -1.65 0.94 0.15
H -4.98 1.08 -2.86
H -0.87 1.39 -5.47
H 1.51 1.56 -4.77
H 2.08 1.46 -2.36
C 2.20 -3.58 1.18
C 0.69 -3.38 1.23
As -0.01 -1.77 0.36
C -1.92 -2.15 0.53
C -2.45 -1.78 1.91
C 0.28 -2.20 -1.53
C 1.69 -1.86 -2.01
H 2.46 -4.50 1.70
H 2.74 -2.77 1.67
H 2.56 -3.68 0.16
H 0.34 -3.35 2.27
H 0.17 -4.19 0.73
H -2.06 -3.22 0.33
H -2.45 -1.60 -0.25
H -1.93 -2.32 2.71
H -3.51 -2.03 2.00
H -2.36 -0.71 2.09
H -0.47 -1.64 -2.10
H 0.08 -3.26 -1.69
H 1.94 -0.82 -1.80
H 1.79 -2.02 -3.09
H 2.44 -2.48 -1.53
```

Computed properties:
charge = +2
ΔE to the lowest compared entry with this formula, charge and spin = 0.0 kcal/mol
F_max = 1.18 eV/A
spin multiplicity = 2
DFT total energy = -5131.852497 Ha